[1]
DFT (wB97M-V/def2-TZVPD) results for C25H24IrN7S as an isolated structure.

Geometry as XYZ:
```
58
Properties=species:S:1:pos:R:3
Ir -0.201 1.708 -1.741
N 3.019 1.407 -1.782
C 2.456 0.210 -1.907
N 3.236 -0.853 -1.960
C 2.641 -2.040 -2.076
N 3.395 -3.122 -2.161
N 1.286 -2.231 -2.101
C 0.593 -1.143 -2.046
N 1.088 0.121 -1.975
C -0.878 -1.182 -2.032
C -1.635 -2.325 -2.149
C -3.019 -2.205 -2.081
C -3.584 -0.953 -1.905
C -2.757 0.155 -1.811
N -1.431 0.034 -1.867
H 4.025 1.458 -1.767
H 2.477 2.256 -1.795
H 4.398 -3.033 -2.169
H 2.967 -4.027 -2.266
H -1.138 -3.275 -2.289
H -3.647 -3.081 -2.166
H -4.654 -0.820 -1.850
H -3.148 1.158 -1.693
C -1.435 -3.131 3.278
C -0.202 -2.675 2.481
C 1.073 -3.204 3.154
C -0.296 -3.266 1.076
C -0.159 -1.149 2.462
C -0.107 -0.464 3.695
C -0.083 0.906 3.766
C -0.104 1.622 2.571
S -0.089 3.340 2.390
C -0.119 3.154 0.711
N -0.143 1.901 0.276
C -0.141 0.978 1.335
C -0.172 -0.418 1.289
C -0.118 4.215 -0.285
C -0.094 5.573 -0.043
C -0.092 6.441 -1.135
C -0.117 5.961 -2.439
C -0.143 4.591 -2.675
C -0.143 3.697 -1.599
H -1.490 -4.220 3.276
H -2.354 -2.742 2.836
H -1.395 -2.807 4.317
H 1.062 -4.295 3.154
H 1.154 -2.877 4.190
H 1.967 -2.871 2.623
H -0.311 -4.354 1.142
H 0.557 -2.986 0.452
H -1.218 -2.955 0.578
H -0.092 -1.030 4.616
H -0.048 1.418 4.719
H -0.210 -0.930 0.341
H -0.079 5.968 0.965
H -0.072 7.509 -0.962
H -0.116 6.654 -3.269
H -0.166 4.227 -3.696
```

Results
- total charge = +2
- relative energy (zero: lowest compared OMol25 entry of this formula, charge and spin) (kJ/mol) = 97.86
- Kohn-Sham gap (eV) = 6.48
- multiplicity = 1
- highest occupied orbital energy (eV) = -14.2


[2]
DFT (wB97M-V/def2-TZVPD) results for C23H20IN5O4S2Te4Ti as an isolated structure at a distorted geometry.

Geometry as XYZ:
```
60
Properties=species:S:1:pos:R:3
Ti -1.052 -0.068 -0.595
C -1.504 1.885 -4.630
C -0.336 2.128 -3.718
N 0.408 3.214 -3.934
C 1.456 3.411 -3.131
C 1.827 2.582 -2.096
C 3.026 2.931 -1.265
O 4.136 2.046 -1.465
C 1.062 1.409 -1.849
C 1.412 0.585 -0.731
N 0.818 -0.573 -0.237
C 1.424 -1.098 0.915
C 2.805 -1.314 0.932
C 3.447 -1.837 2.042
C 2.718 -2.175 3.169
C 1.344 -1.975 3.173
C 0.699 -1.439 2.070
I -1.359 -1.073 2.188
C -0.064 1.211 -2.700
O -0.869 0.174 -2.468
H -1.918 2.840 -4.955
H -2.271 1.284 -4.144
H -1.183 1.336 -5.520
H 2.039 4.310 -3.319
H 2.760 2.972 -0.201
H 3.386 3.921 -1.545
H 3.795 1.148 -1.385
H 2.141 1.023 -0.056
H 3.367 -1.078 0.037
H 4.519 -1.989 2.017
H 3.206 -2.589 4.042
H 0.764 -2.224 4.052
Te -1.756 -2.909 -1.254
Te -4.273 -3.062 -2.155
Te -6.351 -6.550 -3.593
Te -4.009 -5.722 -2.713
N -4.530 5.990 -0.205
C -4.369 4.588 -0.298
C -3.923 4.008 -1.485
C -3.764 2.638 -1.572
C -4.045 1.833 -0.480
C -4.506 2.395 0.694
C -4.678 3.770 0.782
S -3.679 0.074 -0.560
O -4.498 -0.363 -1.735
O -4.159 -0.470 0.730
N -1.290 1.540 0.142
C -0.602 2.337 0.934
S -0.394 4.057 0.493
C 0.651 4.282 1.847
C 0.766 3.107 2.514
N 0.092 2.028 2.023
H -3.931 6.479 -0.855
H -4.353 6.329 0.730
H -3.671 4.639 -2.330
H -3.384 2.192 -2.482
H -4.700 1.746 1.539
H -5.027 4.217 1.708
H 1.105 5.231 2.084
H 1.368 2.974 3.405
```

Results
- total charge = -2
- relative energy (zero: lowest compared OMol25 entry of this formula, charge and spin) (kJ/mol) = 0.00
- Kohn-Sham gap (spin up / spin down) (eV) = 5.45 / 4.43
- multiplicity = 3
- highest occupied orbital energy (spin up / spin down) (eV) = -1.7 / -1.6


[3]
DFT (wB97M-V/def2-TZVPD) results for C37H39BF4InN3S4 as an isolated structure.

Geometry as XYZ:
```
89
Properties=species:S:1:pos:R:3
In -1.083 -1.128 0.190
S -2.691 -3.143 0.304
C -3.493 -2.808 -1.218
C -3.912 -3.873 -2.026
C -4.563 -3.662 -3.226
C -4.826 -2.373 -3.678
C -4.434 -1.299 -2.902
C -3.782 -1.513 -1.689
S -3.274 -0.060 -0.804
C -4.233 -0.167 0.748
C -3.469 -0.086 2.053
C -4.094 0.431 3.171
C -3.444 0.345 4.396
C -2.228 -0.299 4.477
C -1.654 -0.789 3.310
C -0.405 -1.633 3.400
S 0.750 -1.462 1.998
C 0.959 -3.161 1.457
C 1.312 -4.112 2.411
C 1.522 -5.430 2.052
C 1.394 -5.797 0.717
C 1.062 -4.852 -0.235
C 0.844 -3.513 0.102
S 0.494 -2.386 -1.217
N -2.247 -0.619 2.130
H -3.699 -4.879 -1.690
H -4.864 -4.514 -3.823
H -5.332 -2.208 -4.620
H -4.631 -0.285 -3.225
H -4.738 -1.133 0.712
H -4.987 0.619 0.714
H -5.070 0.889 3.083
H -3.893 0.772 5.283
H -1.692 -0.385 5.411
H -0.699 -2.683 3.446
H 0.135 -1.357 4.302
H 1.436 -3.807 3.444
H 1.791 -6.161 2.803
H 1.553 -6.824 0.417
H 0.952 -5.141 -1.272
C 1.461 0.218 -4.984
C 2.596 -0.591 -4.357
C 2.334 -2.082 -4.617
C 3.917 -0.177 -5.016
C 2.688 -0.374 -2.851
C 3.669 -1.018 -2.102
C 3.724 -0.833 -0.734
N 2.881 -0.054 -0.057
C 1.938 0.553 -0.767
C 1.806 0.432 -2.145
C 1.012 1.466 -0.029
C 1.491 2.691 0.404
C 0.640 3.642 0.950
C -0.701 3.276 1.047
C -1.094 2.021 0.651
N -0.271 1.108 0.114
C 1.098 5.026 1.384
C 0.697 5.260 2.847
C 0.413 6.067 0.487
C 2.613 5.185 1.260
H 1.439 0.035 -6.060
H 1.597 1.291 -4.831
H 0.490 -0.071 -4.579
H 2.243 -2.261 -5.691
H 1.413 -2.405 -4.129
H 3.146 -2.703 -4.239
H 3.865 -0.345 -6.093
H 4.758 -0.752 -4.628
H 4.124 0.881 -4.844
H 4.393 -1.671 -2.572
H 4.485 -1.333 -0.145
H 1.015 0.973 -2.646
H 2.545 2.890 0.277
H -1.439 3.947 1.464
H -2.127 1.730 0.775
H -0.384 5.215 2.984
H 1.035 6.252 3.156
H 1.143 4.515 3.503
H -0.674 6.012 0.565
H 0.687 5.928 -0.562
H 0.719 7.069 0.791
H 3.139 4.473 1.899
H 2.894 6.190 1.579
H 2.955 5.057 0.231
F 1.767 2.284 4.119
B 0.586 1.568 4.297
F 0.793 0.476 5.172
F -0.443 2.386 4.784
F 0.163 1.042 3.030
```

Results
- relative energy (zero: lowest compared OMol25 entry of this formula, charge and spin) (kJ/mol) = 8.42
- Kohn-Sham gap (eV) = 7.86
- multiplicity = 1
- highest occupied orbital energy (eV) = -7.8


[4]
DFT (wB97M-V/def2-TZVPD) results for C39H33AuClN13S3 as an isolated structure at a distorted geometry.

Geometry as XYZ:
```
90
Properties=species:S:1:pos:R:3
Au 0.151 0.127 -0.284
N 2.927 2.056 -0.162
C 3.076 0.717 -0.335
N 4.245 0.101 -0.406
N 3.948 -1.174 -0.584
N 2.696 -1.367 -0.632
N 2.074 -0.183 -0.490
C 1.735 2.671 0.052
N 1.590 3.907 0.507
N 0.283 4.079 0.597
N -0.355 3.048 0.215
N 0.525 2.107 -0.152
H 3.763 2.597 -0.001
N -1.715 0.530 -0.324
S -3.088 0.187 0.118
N -3.362 -0.398 1.611
S -3.098 0.508 2.884
N -1.633 0.994 3.155
S -0.238 0.173 3.129
N 0.608 0.162 1.913
C -0.478 -1.507 3.782
C -1.465 -2.321 3.254
C -1.546 -3.645 3.662
C -0.621 -4.149 4.561
C 0.388 -3.337 5.055
C 0.467 -2.011 4.658
C 0.660 1.079 4.411
C 0.337 0.940 5.752
C 1.054 1.665 6.690
C 2.067 2.521 6.284
C 2.374 2.658 4.938
C 1.668 1.931 3.996
C -3.664 -0.444 4.234
C -3.271 -0.002 5.510
C -3.770 -0.618 6.629
C -4.691 -1.659 6.507
C -5.115 -2.066 5.244
C -4.621 -1.465 4.108
C -4.064 1.972 2.758
C -3.522 3.246 2.942
C -4.376 4.326 3.010
C -5.754 4.154 2.916
C -6.285 2.876 2.760
C -5.452 1.785 2.694
C -4.121 1.616 -0.155
C -3.544 2.873 -0.268
C -4.367 3.958 -0.508
C -5.739 3.780 -0.644
C -6.298 2.515 -0.536
C -5.490 1.423 -0.284
C -3.879 -1.100 -0.859
C -4.136 -0.792 -2.186
C -4.733 -1.742 -2.992
C -5.051 -2.988 -2.471
C -4.738 -3.302 -1.159
C -4.148 -2.352 -0.341
H -2.152 -1.924 2.523
H -2.327 -4.282 3.270
H -0.678 -5.185 4.862
H 1.117 -3.736 5.741
H 1.267 -1.378 5.011
H -0.450 0.268 6.062
H 0.823 1.557 7.740
H 2.621 3.082 7.020
H 3.159 3.324 4.617
H 1.884 1.995 2.942
H -2.582 0.826 5.566
H -3.461 -0.284 7.609
H -5.086 -2.134 7.390
H -5.845 -2.859 5.158
H -4.935 -1.772 3.124
H -2.452 3.361 2.994
H -3.969 5.318 3.132
H -6.412 5.008 2.968
H -7.354 2.741 2.691
H -5.843 0.784 2.583
H -2.471 2.975 -0.167
H -3.938 4.945 -0.595
H -6.373 4.633 -0.832
H -7.362 2.375 -0.647
H -5.902 0.428 -0.202
H -3.865 0.184 -2.560
H -4.938 -1.517 -4.027
H -5.531 -3.724 -3.098
H -4.947 -4.289 -0.775
H -3.900 -2.565 0.688
Cl -1.088 -2.147 -2.002
C -0.202 -1.860 -0.512
H 0.743 -2.391 -0.608
H -0.790 -2.287 0.300
```

Results
- relative energy (zero: lowest compared OMol25 entry of this formula, charge and spin) (kJ/mol) = 228.11
- Kohn-Sham gap (eV) = 5.84
- multiplicity = 1
- highest occupied orbital energy (eV) = -7.1


[5]
DFT (wB97M-V/def2-TZVPD) results for one molecule with the formula C3H5NO.

Geometry as XYZ:
```
10
Properties=species:S:1:pos:R:3
C 0.737 -0.613 -0.253
C -0.159 0.020 0.812
O 0.381 1.130 1.449
C -0.532 0.037 -0.603
N -1.244 0.352 -1.592
H 1.617 -0.031 -0.520
H -0.693 -0.082 -2.336
H 0.862 -1.692 -0.265
H -0.696 -0.692 1.442
H -0.339 1.624 1.857
```

Results
- SMILES string = [H]/N=C1\C[C@H]1O
- relative energy (zero: lowest compared OMol25 entry of this formula, charge and spin) (kJ/mol) = 228.92
- Kohn-Sham gap (eV) = 10.25
- multiplicity = 1
- highest occupied orbital energy (eV) = -9.5


[6]
DFT (wB97M-V/def2-TZVPD) results for a 2-piece molecular cluster, C6H8INO overall at a distorted geometry.

Geometry as XYZ:
```
17
Properties=species:S:1:pos:R:3
C 1.072 -2.075 -0.733
C -0.471 -2.946 0.452
C 0.337 -1.031 -0.159
C 0.115 1.274 0.682
C 1.189 0.715 -1.476
C 0.602 0.327 -0.402
N -0.657 -1.694 0.552
O 0.593 -3.276 -0.299
I -3.387 -0.263 -0.025
H 2.084 -2.150 -1.008
H -0.994 -3.680 0.891
H -0.996 1.520 0.583
H 0.478 0.814 1.618
H 0.696 2.204 0.631
H 1.463 -0.111 -2.146
H 1.593 1.640 -1.690
H -3.152 -0.635 1.462
```

Results
- SMILES string = C=C(C)c1cocn1.I
- relative energy (zero: lowest compared OMol25 entry of this formula, charge and spin) (kJ/mol) = 79.30
- Kohn-Sham gap (eV) = 9.46
- multiplicity = 1
- highest occupied orbital energy (eV) = -8.8